a:
Computed, not measured: the molecule C6H8N2, with the ωB97M-V functional and the def2-TZVPD basis.

Positions of all 16 atoms, in Å:
N  -1.98103  0.04080  -0.13257
H  -2.00818  -2.13680  0.05352
C  1.34202  -1.10151  -0.19022
H  -0.19494  0.65740  -1.27198
C  -1.22349  1.20371  0.39311
H  2.05868  -1.96450  -0.05739
C  0.01620  -0.75714  0.40676
H  -1.65576  2.05668  -0.15867
C  -0.00933  0.71650  -0.20469
C  -1.44373  -1.24286  -0.07709
H  3.12746  -0.02639  -0.33054
C  1.24692  1.09375  0.14227
H  -0.05346  -0.94214  1.62781
H  -3.00735  0.23536  -0.22914
H  1.76544  2.19643  -0.04288
N  2.02054  -0.02927  0.07170

Calculated values
E_HOMO = -6.6 eV

Results of the Mulliken charge analysis, in e, for atoms 1 through 4:
1 N 0.02
2 H 0.32
3 C -0.77
4 H 0.24

***

b:
Computed, not measured: a structure of composition C6H8N2, with the ωB97M-V functional and the def2-TZVPD basis.

Positions of all 16 atoms, in Å:
C  -0.70021  0.38228  1.08663
H  2.16150  0.51405  1.10764
H  -2.75346  0.71242  -0.14177
N  0.41226  0.73757  0.05885
C  -0.66247  0.18534  -0.88696
N  2.38734  -0.22991  -0.82554
H  -1.00539  -2.12662  -1.01693
C  -0.75887  -1.29166  -0.38894
H  -0.69919  0.81831  2.13763
C  1.71125  0.34496  0.07044
H  -0.50872  0.30277  -1.89048
H  -1.43436  1.99312  -0.05814
C  -1.66358  0.96003  0.01895
H  1.95147  -0.42268  -1.70453
C  -0.69312  -1.15590  0.94757
H  -0.70700  -1.89522  1.84727

Calculated values
E_HOMO = -8.8 eV

Results of the Mulliken charge analysis, in e, for atoms 1 through 4:
1 C 0.03
2 H 0.29
3 H 0.31
4 N -0.32

***

Which structure is most stable, and how do the rest compare? From most to least stable: b, a.

***

a:
Computed, not measured: the molecule C6H8N2, with the ωB97M-V functional and the def2-TZVPD basis.

Positions of all 16 atoms, in Å:
C  1.26222  0.49588  -0.36726
C  -1.87198  -0.99119  0.21705
H  3.08516  -0.74892  -0.07960
H  0.78222  -1.57765  -1.27475
H  -0.08188  -0.60711  1.51189
H  -2.27245  -1.60506  -0.48757
H  0.56937  2.27679  0.90258
C  2.14124  -0.49562  0.30051
N  -1.20284  0.05246  -0.50385
C  0.76195  -0.87366  -0.47408
C  -0.40985  -0.85133  0.34707
H  1.54646  0.98522  -1.35723
H  2.39718  -0.27849  1.55314
C  0.16602  1.36451  0.30118
N  -1.13442  1.44936  -0.07753
H  -1.96279  -0.84906  1.35438

Calculated values
SMILES = C1=NN2C[C@H]2[C@@H]2C[C@H]12
E_HOMO = -8.7 eV

Results of the Mulliken charge analysis, in e, for atoms 1 through 4:
1 C 0.43
2 C -0.29
3 H 0.35
4 H 0.46

***

b:
Computed, not measured: the molecule C6H8N2, with the ωB97M-V functional and the def2-TZVPD basis.

Positions of all 16 atoms, in Å:
C  -0.81884  1.96974  0.24495
H  -1.70837  2.57039  0.28776
N  -3.11660  -0.63678  -0.09807
H  1.21174  1.41339  -1.13736
C  0.37477  -1.36762  -0.55692
C  0.58029  -1.25084  0.93327
C  -2.13481  -0.05987  0.05578
H  0.01259  -1.66846  1.76185
C  -0.92461  0.65943  0.21138
H  0.03566  2.51918  0.08081
H  1.65113  -1.57699  1.22700
H  1.13422  -1.65433  -1.24582
N  1.71706  0.91184  -0.43047
H  2.21303  0.10383  -0.70685
H  -0.62522  -1.86314  -0.71186
C  0.39796  -0.06979  0.08454

Calculated values
SMILES = C=C(C#N)C1(N)CC1
E_HOMO = -10.1 eV

Results of the Mulliken charge analysis, in e, for atoms 1 through 4:
1 C -1.09
2 H 0.31
3 N -0.45
4 H 0.29

***

c:
Computed, not measured: the molecule C6H8N2, with the ωB97M-V functional and the def2-TZVPD basis.

Positions of all 16 atoms, in Å:
H  1.63296  -0.67642  -1.79406
C  -0.99797  0.02330  -0.01538
H  -0.54163  -1.79069  1.25270
H  -0.66979  2.50312  0.94168
H  1.61147  -1.83227  0.06942
N  -3.25740  -0.61925  -0.59282
C  1.26397  -0.13855  -0.90767
H  0.41947  -0.03038  1.63742
N  0.91013  -1.28012  -0.17713
H  0.41698  1.06014  1.39842
C  -0.05640  -0.93076  0.89158
C  -2.25529  -0.32260  -0.17120
H  2.10519  0.46464  -0.36673
H  -0.27001  1.27763  -1.84884
C  -0.32494  1.43510  0.60947
C  0.01326  0.85710  -0.92685

Calculated values
SMILES = N#C[C@@]12CNC[C@@H]1C2
E_HOMO = -8.9 eV

Results of the Mulliken charge analysis, in e, for atoms 1 through 4:
1 H 0.36
2 C 0.31
3 H 0.51
4 H 0.30

***

Which structure is most stable, and how do the rest compare? From most to least stable: b, c, a.